9
Properties=species:S:1:pos:R:3:forces:R:3:mulliken_charge:R:1 method="wB97M-V/def2-TZVPD" energy_ev=-145957.6449 de_lowest_ev=3.140 total_charge=0 multiplicity=1 lumo_energy_ev=-1.24
C 0.9991 -0.0772 0.5820 0.2 1.0 -2.8 -1.063
C 1.1587 0.3093 -0.6719 0.4 -0.1 -0.6 0.232
C -1.7270 -0.4615 0.7776 0.2 -0.9 0.3 -0.078
F 1.1516 1.5901 -1.0573 -0.4 1.0 0.5 -0.238
Br -2.4830 1.1542 0.3535 -0.3 0.5 -0.3 0.053
Br -2.1503 -1.8154 -0.4891 0.0 0.3 0.0 -0.014
H 1.0471 -1.0647 0.8155 0.1 -2.7 0.5 0.362
H 0.6803 0.5771 1.2992 -0.3 1.7 1.8 0.399
H 1.3235 -0.2120 -1.6096 0.1 -0.9 0.6 0.347